Record 1
This record from OMol25 describes 6 unconnected molecules or ions with the total composition C33H64BrN9 in a non-equilibrium geometry. The level of theory is ωB97M-V/def2-TZVPD.

Structure (XYZ):
```
107
Properties=species:S:1:pos:R:3:lowdin_spin:R:1
C -21.7012 -1.0550 3.7162 0.00
H -26.8725 -6.4776 6.6523 0.00
C -27.0433 -6.4032 7.7263 0.00
H -27.3776 -7.4189 7.9378 0.00
H -21.6453 -10.6570 5.3834 0.00
C -26.8606 -7.7974 -1.4393 0.00
C -25.4872 -5.6875 9.5252 0.00
C -25.8248 -6.3134 0.2940 0.00
H -22.8864 0.9049 2.6062 0.00
C -21.3605 -9.8101 6.0078 0.02
H -22.1144 -9.6846 6.7850 0.00
H -27.7163 -5.5499 7.8101 0.00
H -25.0111 -3.2671 1.5001 0.00
H -21.0116 -6.7915 10.5386 0.00
Br -24.5011 -6.8785 4.2137 0.00
H -23.1040 -7.3051 -0.6320 0.00
H -20.6487 -4.2599 2.6997 0.00
C -18.0493 -10.3661 9.8177 0.02
C -21.1671 -8.5794 5.0964 0.01
C -22.0941 -6.4096 8.6225 0.00
H -20.2333 -6.9729 2.5709 0.00
H -18.1620 -11.2291 10.4740 0.01
H -22.1375 -7.7791 -2.6101 0.00
H -27.9292 -7.7692 -1.6522 0.00
H -25.0216 1.0513 4.8664 0.00
H -24.2728 -7.3960 7.0820 0.00
C -17.9108 -10.3332 7.2469 0.00
H -25.8310 -7.0295 1.1024 0.00
H -22.2315 -9.5120 -2.4264 0.00
N -26.4578 -6.5352 -0.9306 0.00
H -22.1430 -8.0079 10.1235 0.00
H -23.8916 -4.2537 5.5421 0.00
H -18.8394 -10.3306 5.1157 0.01
C -24.4861 -6.7303 7.9053 0.00
C -24.6958 -4.3100 1.5334 0.00
H -21.8395 -6.9580 7.7155 0.00
H -23.3502 -8.9233 -0.3017 0.00
C -22.5621 -8.2508 -0.6404 0.00
H -20.5611 -7.8467 9.3378 0.01
C -22.8508 -4.0768 5.2711 0.00
H -18.9178 -4.6942 2.6011 0.00
H -22.4207 -4.7922 4.5702 0.00
H -27.0541 -5.2974 -2.5929 0.00
H -21.6274 -5.4318 8.5034 0.00
C -18.8692 -10.3870 6.1938 0.03
H -20.2650 -8.7277 4.5029 0.00
H -26.2107 -9.1458 -3.1304 0.00
H -25.1969 -4.6250 2.4487 0.00
H -19.6102 -2.8880 0.9259 0.00
H -23.6238 -4.4685 1.4161 0.00
C -20.2317 -6.1980 1.8044 0.00
H -21.1283 -9.0660 2.3127 0.00
H -17.0233 -10.0127 9.9201 0.00
H -22.4165 -4.2774 6.2505 0.00
H -16.8379 -10.4264 7.3287 0.00
N -25.7273 -6.3887 8.4077 0.00
H -20.5483 -2.8732 4.4035 0.00
C -21.4156 -2.2342 4.3280 0.00
C -21.4422 -7.3023 9.6773 0.02
H -20.8077 -7.7635 5.7234 0.00
H -22.7806 -8.3042 2.2373 0.00
N -23.4999 -6.2518 8.8111 0.00
C -23.7036 0.4198 3.1400 0.00
H -20.9100 -6.0579 -0.2295 0.00
N -25.3969 -4.9894 0.3737 0.00
C -25.7510 -4.4364 -0.8607 0.00
H -24.4991 -0.0002 2.5243 0.00
H -19.3020 -6.5672 1.3716 0.00
C -20.4357 -8.5272 -1.6618 0.00
H -20.7910 -10.6884 8.7261 0.05
C -25.9148 -8.2899 -2.5238 0.00
H -22.5243 -9.7961 1.4755 0.00
N -22.6264 -2.7720 4.7605 0.00
C -26.5076 -5.3107 -1.6615 0.00
H -25.8336 -7.4862 -3.2556 0.00
C -23.6030 -1.8149 4.4960 0.00
C -19.8997 -3.9290 0.7823 0.00
C -22.0104 -8.8627 1.7055 0.00
H -26.3596 -5.2370 9.9753 0.00
C -20.3747 -8.8702 -0.1950 0.00
C -19.9775 -10.4149 8.0703 0.40
H -21.1311 -0.3428 3.1381 0.00
H -23.6554 2.0499 4.7062 0.00
C -21.9273 -8.5961 -1.9199 0.00
H -18.7498 -9.7144 10.3399 0.01
H -24.9979 2.0917 3.5114 0.00
H -19.8459 -7.6279 -1.8391 0.00
H -23.7168 -4.9771 10.6585 0.00
H -20.7644 -4.1127 0.1445 0.00
N -18.6422 -10.4045 8.4828 0.19
N -21.5296 -8.1114 0.5068 0.00
H -19.0453 -4.1616 0.1467 0.00
H -19.4351 -8.5194 0.2319 0.00
H -26.8677 -8.4541 -0.5693 0.00
H -22.2756 -6.1891 0.9370 0.00
N -20.1277 -10.1854 6.7476 0.21
C -24.1492 -5.5015 9.8192 0.00
H -22.0588 -8.3130 4.5289 0.00
H -20.5595 -9.9341 -0.0465 0.00
C -21.2808 -6.5468 0.6714 0.00
H -24.6181 -2.1314 4.6853 0.00
H -20.0054 -9.3154 -2.2797 0.00
C -24.3475 1.4546 4.1107 0.00
N -23.0441 -0.7723 3.8361 0.00
C -19.8822 -4.7454 2.0956 0.00
H -24.8773 -8.4986 -2.2626 0.00
H -25.5693 -3.4033 -1.1178 0.00
```

Its charge is +3. The strongest force on any atom comes out at 4.63 eV/Å. Its highest occupied orbital energy (alpha / beta) is -8.911 / -12.800 eV. The value obtained for the HOMO-LUMO gap (alpha / beta) is 0.0852 / 0.2282 Ha. Its spin multiplicity is 2. The value obtained for the total energy is -118683.4389 eV.

Record 2
This record from OMol25 describes 7 unconnected molecules or ions with the total composition C33H65N3O17 in a non-equilibrium geometry. The level of theory is ωB97M-V/def2-TZVPD.

Structure (XYZ):
```
118
Properties=species:S:1:pos:R:3:mulliken_charge:R:1
H 2.6720 0.4657 -2.5598 0.17
C 1.6720 -3.6874 -0.8406 -0.51
H 4.0560 -0.3234 0.5558 0.55
C -1.3719 -1.2431 -1.0838 -0.05
H -0.6996 -4.1405 3.5567 0.24
H 3.4954 4.5738 -1.3919 0.29
H -1.4189 -6.4400 -3.7032 0.22
C 2.3475 0.0937 1.7834 0.84
H -3.8136 2.8920 2.4505 0.23
H -3.7146 -3.8534 1.5293 0.32
C 1.6880 4.9020 -0.4421 -0.30
C -2.2685 -5.4627 -5.4817 -0.31
O -2.8940 -2.6212 -3.6817 -0.48
O -0.8939 -0.1784 0.9586 0.43
C -2.9755 2.6181 3.0845 -0.17
O 1.1556 5.2618 -4.6467 -0.47
H -0.3879 -4.8738 -1.3790 0.21
H 1.0093 7.4426 -2.2717 0.34
C 3.7430 5.7535 -3.5217 -1.98
H 4.4939 6.4995 -3.2132 0.44
O -0.0085 -0.0717 4.4307 -0.39
O -2.3932 -4.0654 -5.3422 -0.38
H -0.9410 6.0171 -3.2802 0.24
N 1.4911 4.9870 -3.3055 0.16
C -0.8250 5.3953 -2.3985 -1.70
H -1.4037 -2.1700 0.8393 -0.10
O -3.4104 2.8933 4.4360 -0.40
H 2.6973 -3.7464 -0.4769 0.33
O 2.3861 0.0977 -0.5979 0.15
H 0.2449 -3.8419 5.8548 0.27
H -3.0854 -6.7624 -3.7885 0.29
O -0.3757 -2.0804 3.4554 0.09
H 1.0541 5.7044 -0.0515 0.33
O 2.8455 4.2201 2.9110 -0.13
H 4.8261 4.9216 3.0093 0.39
H 4.1348 2.9415 3.8904 0.41
H 1.5761 -4.1855 -1.8070 0.44
H -3.3901 0.6525 2.2911 0.17
C 2.8185 5.4328 -1.3212 -1.37
H 3.6061 5.9234 -4.5933 0.37
H -2.6683 -4.7356 -0.9778 -0.16
H 0.8576 -3.6614 2.9422 0.07
H 3.4436 6.1763 -0.8192 0.58
C 2.4365 5.9281 -2.7284 1.68
H -5.3231 -5.8141 1.0811 0.52
H -0.0386 3.7795 -0.5531 0.16
H 1.3257 2.9278 -1.2634 0.01
H 4.2888 4.8200 -3.3979 0.38
H -3.0476 -5.9661 -6.0584 0.25
H -1.0925 -4.8292 1.4873 -0.54
H -0.5683 6.0034 -1.5288 0.40
C 3.7845 5.2503 3.0557 -0.92
H 4.1399 0.0506 -1.7082 0.38
H 0.2992 -6.1714 -0.2410 0.27
H 2.9825 -1.2572 -2.0530 0.21
O 0.7873 -4.2033 0.1379 -0.20
C -2.3631 -5.9838 -4.0286 -0.30
H 2.6215 3.4554 4.7852 0.38
C -2.6266 -3.7065 -4.0600 0.55
H -1.3250 -5.6780 -5.9771 0.28
C -1.5177 0.6758 0.1513 0.28
H -1.6837 4.7799 -2.1428 0.52
C -4.5912 -7.9005 -0.2068 -0.83
H 0.7820 2.8011 -3.9126 0.43
H 2.1523 4.4022 0.4104 -0.14
C 0.3709 4.4062 -2.5658 1.98
H -5.6575 -7.8316 0.0161 0.34
C -0.1042 3.2059 -3.4127 -1.76
H -0.3990 2.3487 -2.7993 0.23
H 2.0012 7.8162 -3.7176 0.44
H -2.0616 3.1797 2.9421 0.25
H -0.6685 -1.3238 -1.9098 0.20
O -3.1966 0.6954 4.3941 -0.42
C 0.8218 3.8956 -1.2185 -0.63
O -4.0503 -6.5918 -0.3644 -0.18
H 0.2618 -1.7144 0.3375 -0.63
N -2.4472 -4.2892 -0.0873 0.39
O -1.6865 1.8334 0.4039 -0.49
O 0.7377 -1.9588 5.3745 -0.41
H 1.4242 -2.6318 -1.0064 -0.14
H 1.7971 -3.7503 5.0049 0.28
C 2.3168 1.9507 3.2890 0.02
C -0.1425 -5.1797 -0.3581 -0.59
H 2.3424 1.2155 4.0995 0.26
H 2.8797 2.0614 1.3236 0.23
H 3.6108 5.9898 2.2687 0.20
H -2.2397 -1.8627 -1.2782 -0.02
C -1.4013 -5.1354 0.4853 0.03
H -3.7387 -6.2172 1.6818 0.37
C -3.7655 -4.4219 0.5938 -0.92
O -1.9227 0.1131 -1.0062 -0.46
H 2.6557 8.0224 -2.0972 0.37
C 0.7872 -3.3530 5.0453 -0.44
C 2.0095 7.3954 -2.7095 -1.66
H 2.8150 -1.5829 0.4988 0.14
H -0.8655 3.4479 -4.1475 0.32
C -2.7750 1.0814 3.0758 0.96
C 3.0622 3.1440 3.8341 -1.04
C 2.9718 -0.4916 0.5416 -0.83
O -4.2672 1.6657 6.1168 -0.57
H 3.6114 5.8293 3.9770 0.34
C 3.0722 -0.1962 -1.7945 -0.83
H -1.7278 0.8119 3.0434 -0.67
C -0.7894 -1.4476 0.3092 0.68
H -4.3935 -8.3961 -1.1552 0.22
C 0.1423 -1.2407 4.3942 0.29
N 2.8833 1.3924 2.0787 -0.33
H 0.6660 6.0959 -4.5972 0.36
O -2.6148 -4.8137 -3.2691 -0.20
H 1.2485 0.0479 1.7088 -0.82
H -4.1035 -8.4970 0.5715 0.33
H 2.5424 -0.6029 2.6108 0.20
H -1.7868 -6.1584 0.5807 0.82
C -4.2643 -5.8369 0.7925 -0.71
C -3.7007 1.7417 5.0731 0.56
H -4.4096 -3.7708 -0.0058 0.47
H 1.2664 2.2209 3.1112 0.07
C 0.0842 -3.3972 3.6708 -0.04
```

The strongest force on any atom comes out at 1.86 eV/Å. Its highest occupied orbital energy is -7.849 eV. As for the SMILES: CC1(C)CCCC(C)(C)N1O.COCCNCCOC.COCCNCCOC.O=C1OCCO1.O=C1OCCO1.O=C1OCCO1.O=C1OCCO1. The value obtained for the HOMO-LUMO gap is 0.2918 Ha. The value obtained for the total energy is -74548.7612 eV.

Which of these has the highest strongest force on any atom?
C33H64BrN9

Look up the strongest force on any atom of the first one.
4.63 eV/Å

Look up the strongest force on any atom of the first one.
4.63 eV/Å